No. 1
Below is a structure of composition C6H9NO at a distorted geometry, with properties calculated with ωB97M-V with the def2-TZVPD basis set.

Summary:
HOMO level: -0.2911 Eh
LUMO level: -2.17 eV
E: -9894.212 eV
energy above the lowest of the compared OMol25 structures with the same formula, charge and spin: 1099.1 kJ/mol
multiplicity: 1
M: 111.14 g/mol

CARTESIAN COORDINATES (ANGSTROEM)
O -0.63951 2.45467 -0.86689
N -0.72289 -1.80930 -0.84993
C 1.64445 -0.87498 -0.31053
C 0.75250 -1.00968 0.77567
C 0.00175 1.19529 1.33144
C 0.58709 -1.99954 -0.45902
C -0.33902 0.02611 0.62783
C -1.14407 -0.43148 -0.57557
H -0.01672 1.26449 0.06584
H 1.99592 -0.57372 -1.27672
H 0.79456 -3.07064 -0.38634
H -0.77214 1.92382 1.56594
H -2.22939 -0.39313 -0.45642
H 0.92669 1.32595 1.88181
H -0.78828 3.17041 -1.48479
H -0.84772 0.23771 -1.38523
H 0.79678 -1.43597 1.80292



No. 2
Below is an isolated molecule of C6H9NO at a distorted geometry, with properties calculated with ωB97M-V with the def2-TZVPD basis set.

Summary:
HOMO level: -0.2998 Eh
LUMO level: 0.98 eV
SMILES: C1CN2[C@H]3[C@H]1OC[C@H]32
E: -9895.658 eV
energy above the lowest of the compared OMol25 structures with the same formula, charge and spin: 959.6 kJ/mol
multiplicity: 1
M: 111.14 g/mol

CARTESIAN COORDINATES (ANGSTROEM)
O 1.12735 -0.45548 -1.55024
N -0.65802 0.86504 0.74227
C -1.22333 -0.60697 1.24475
C 0.11690 1.42408 -0.55837
C 0.05176 -1.62944 0.88232
C 0.85101 0.65061 0.61994
C 0.42034 0.80771 -1.84570
C 0.65921 -0.58001 -0.22180
H -1.51387 -0.60919 2.31945
H 0.05090 2.58673 -0.50194
H 0.57166 -1.68951 1.76036
H -0.47538 -0.24330 -0.59850
H -0.49317 0.44105 -2.53842
H 0.98070 1.68597 -2.13431
H 1.68844 1.18131 1.14296
H -0.24491 -2.72958 0.92956
H -1.90961 -1.09901 0.30768